ORCA calculation (wB97M-V/def2-TZVPD) on a cluster of 6 separate species, CH14N2O5 in total.

Each atom is followed by the atoms it is bonded to, with distances in Å.
Geometry (Å):
1 O 1.406 -0.764 1.864  H16 0.975, H22 0.964
2 O 1.877 1.778 -0.626  H19 0.961, H21 0.989
3 O 1.290 -1.396 -0.864  H13 0.965, H20 0.968
4 O 0.776 1.864 1.932  H15 0.971, H17 0.968
5 O -1.368 2.452 -2.374  H11 0.954, H18 0.959
6 N -2.151 -1.725 -1.169  C8 1.383, H10 1.009, H14 1.006
7 N -1.393 -2.180 0.951  C8 1.261, H12 1.019
8 C -1.901 -1.358 0.141  N6 1.383, N7 1.261, H9 1.093
9 H -2.231 -0.331 0.313  C8 1.093
10 H -1.670 -2.581 -1.403  N6 1.009
11 H -1.982 2.115 -1.726  O5 0.954
12 H -1.171 -1.750 1.848  N7 1.019
13 H 0.421 -1.088 -1.150  O3 0.965
14 H -2.930 -1.319 -1.659  N6 1.006
15 H 0.661 0.899 1.953  O4 0.971
16 H 0.985 -1.055 1.033  O1 0.975
17 H 1.227 2.091 2.757  O4 0.968
18 H -0.437 2.471 -2.148  O5 0.959
19 H 2.821 1.955 -0.660  O2 0.961
20 H 1.953 -0.777 -1.203  O3 0.968
21 H 1.534 1.855 0.298  O2 0.989
22 H 2.284 -1.159 1.892  O1 0.964

Results
LUMO level (spin up / spin down)   3.41 / 3.34 eV
HOMO energy (spin up / spin down)   0.8 / -6.7 eV
Total charge   -1
Orbital gap (spin up / spin down)   0.094 / 0.370 Eh
Largest force on an atom   1.8 eV/A
Multiplicity   2
Energy relative to the best compared isomer or geometry (same formula, charge and spin)   0.0 kcal per mole